[1]
Density functional theory data (ωB97M-V/def2-TZVPD) for C3H4N2O in the gas phase at a distorted geometry.

Computed properties:
Orbital gap = 10.997 eV
Relative energy (zero: lowest compared OMol25 entry of this formula, charge and spin) = 152.6 kJ/mol
F_max = 1.77 eV/Å
Energy = -301.4291 Ha

XYZ file:
```
10
Properties=species:S:1:pos:R:3:forces:R:3
O 0.6099 -0.6188 1.8751 -0.4 0.0 -0.4
C 0.1225 -0.3079 0.8028 0.0 0.0 -0.1
C 1.0477 0.2915 -0.2677 0.0 0.0 0.0
N 0.2563 0.6919 -1.3858 -1.0 0.0 -0.4
C -0.8394 0.6952 -1.8122 1.3 0.7 -0.9
N -1.1859 -0.4667 0.4487 -0.1 0.0 0.2
H 1.5917 1.1413 0.1525 -0.2 -0.1 0.0
H 1.7820 -0.4588 -0.5751 -0.1 0.1 0.1
H -1.6289 -0.1196 -0.4320 0.6 -0.7 1.5
H -1.7643 -0.8507 1.1792 -0.1 0.0 -0.1
```
Forces are in eV/Å.

Results of the natural (NBO) charge analysis, in e, for atoms 1 through 5: O -0.602; C 0.658; C -0.331; N -0.486; C 0.272

***

[2]
Density functional theory data (ωB97M-V/def2-TZVPD) for a molecular structure, C5H14N2O at a distorted geometry.

Computed properties:
Orbital gap = 8.327 eV
Relative energy (zero: lowest compared OMol25 entry of this formula, charge and spin) = 608.0 kJ/mol
F_max = 6.39 eV/Å
Energy = -383.4691 Ha

XYZ file:
```
22
Properties=species:S:1:pos:R:3:forces:R:3
C 0.5811 -0.2548 -0.1675 -4.7 -2.1 2.3
C 0.1065 1.0891 -0.1122 5.6 2.2 -2.2
C 1.7912 1.6370 -0.7419 -2.5 1.5 -0.1
C -2.2457 -1.0448 0.3966 0.6 -0.6 -0.4
C 0.5217 -1.0613 -1.4360 0.0 0.1 0.1
N -0.9706 -0.5568 0.8674 1.0 -0.2 0.1
N -0.6163 -1.0052 2.1636 0.0 -0.3 -0.2
O 2.3809 2.4986 0.1901 0.1 0.3 0.3
H 1.7542 3.1980 0.4073 0.1 -0.1 0.0
H 1.3662 -0.5112 0.5364 -0.2 0.0 0.1
H -1.2961 -0.6668 2.8465 0.1 0.1 -0.2
H -0.6417 -2.0273 2.2148 0.0 0.0 0.1
H 0.0737 1.5610 0.8622 -0.1 -0.1 -0.1
H -0.6028 1.4039 -0.8700 -0.2 -0.1 0.2
H 2.5763 0.9343 -1.0164 -0.5 -0.6 0.3
H 1.4848 2.1520 -1.6590 0.4 0.2 -0.1
H -2.2782 -2.1470 0.3262 -0.2 0.0 -0.1
H -2.4392 -0.6347 -0.5972 -0.1 0.0 0.0
H -3.0696 -0.7316 1.0569 0.3 0.0 0.0
H 0.2555 -2.0903 -1.1954 0.1 0.0 0.0
H 1.4890 -1.0724 -1.9410 0.0 0.0 0.0
H -0.2208 -0.6697 -2.1314 0.0 0.0 0.0
```
Forces are in eV/Å.

Results of the natural (NBO) charge analysis, in e, for atoms 1 through 5: C 0.038; C -0.363; C -0.100; C -0.430; C -0.657

***

[3]
Density functional theory data (ωB97M-V/def2-TZVPD) for 16 unconnected molecules or ions with the total composition C3H37NO16S at a distorted geometry.

Computed properties:
Orbital gap = 9.899 eV
Relative energy (zero: lowest compared OMol25 entry of this formula, charge and spin) = 115.5 kJ/mol
F_max = 2.83 eV/Å
Energy = -1793.2643 Ha

XYZ file:
```
58
Properties=species:S:1:pos:R:3:forces:R:3
O 0.0747 -0.6610 0.4369 0.6 0.6 0.9
C -0.4962 -0.0414 1.3128 -1.3 -0.4 -2.2
C -1.9555 0.4093 1.0784 0.3 0.1 1.3
C -2.1156 1.3952 -0.0429 1.8 2.0 -0.9
S -3.8175 1.8713 -0.3706 -0.9 -1.3 -1.3
N -2.3612 1.0031 2.3723 -1.1 1.0 -1.2
H -0.0847 0.2280 2.2755 0.6 0.1 0.3
H -2.5121 -0.4712 0.7035 0.1 0.1 0.7
H -1.4805 2.3098 -0.0233 -0.4 -0.4 0.8
H -1.6427 1.0187 -0.9694 -0.9 -0.4 0.2
H -4.1644 2.9905 0.2413 0.8 0.5 0.7
H -2.4335 0.3261 3.1116 -0.1 -0.4 0.1
H -3.2616 1.5307 2.2770 1.0 -1.0 0.2
H 0.6361 2.6179 -3.4906 -0.3 0.2 0.1
H 1.2516 2.0652 -2.1585 -2.0 -0.3 -0.9
O 0.4605 1.9408 -2.8245 1.9 0.5 0.9
H 1.0844 -0.6908 -3.8662 -0.7 0.3 -0.1
H 1.3977 0.8362 -4.0469 -0.4 -0.4 0.6
O 1.7418 -0.0619 -4.1587 0.9 -0.4 -0.6
H -4.3931 -2.5162 -1.0895 0.0 0.7 0.2
H -4.1326 -3.9466 -1.3797 -1.2 0.8 -0.1
O -4.8514 -3.2626 -1.4565 0.8 -1.5 -0.2
H 3.4714 3.0317 -1.2914 1.1 0.7 0.0
H 3.2759 4.2713 -1.9273 0.3 0.8 -0.3
O 4.0371 3.7967 -1.5825 -0.7 -0.8 -0.1
H -2.3051 -2.5335 -0.6136 0.7 -0.5 -0.3
H -2.7612 -2.8686 0.7746 0.0 -0.4 0.2
O -2.4054 -3.2998 -0.0088 -0.5 0.3 0.4
H -0.5273 -1.5790 -0.8646 -0.7 -0.2 -0.8
H -1.2076 -1.0907 -2.1578 0.0 -0.3 0.1
O -1.1164 -1.8930 -1.6189 0.8 1.1 0.1
H -1.3748 2.7127 2.4439 0.4 0.7 0.5
H -2.0472 3.6249 1.5878 0.5 1.0 0.2
O -1.3172 3.6877 2.2342 -1.4 -1.4 -0.2
H 2.5694 -2.1813 -2.2919 0.2 -0.4 0.6
H 2.7215 -0.8940 -2.9488 0.6 0.6 0.0
O 3.1520 -1.4169 -2.2384 -0.7 0.0 -0.6
H 1.7480 3.1072 2.4321 0.4 -0.2 -0.5
H 0.4813 3.8357 2.2060 -0.4 0.1 -0.9
O 1.2155 3.4481 1.6987 0.5 0.0 1.1
H 2.7680 1.7232 -0.2705 -0.5 -0.2 -0.8
H 1.7597 2.7385 0.1312 -0.8 0.7 0.2
O 2.0919 2.3278 -0.6773 0.5 -1.0 0.7
H 3.4862 -0.1466 -1.0355 0.3 -0.8 -0.4
H 4.7905 0.5424 -0.3981 0.0 -0.2 -0.5
O 3.8480 0.3796 -0.3119 0.3 0.7 1.0
H 1.2878 -2.3423 1.4696 0.1 0.2 -0.3
H 0.6105 -3.7486 1.3309 0.0 -0.2 -0.4
O 0.6965 -2.9655 1.8878 0.0 -0.1 1.0
H -2.1959 -2.4751 2.6017 -0.4 -0.1 0.3
H -0.7072 -2.2800 2.6296 -0.2 0.4 -0.1
O -1.5600 -1.7751 2.7466 0.6 -0.6 0.3
H -0.9529 -4.5015 -0.0670 0.6 -0.6 -0.2
H 0.1451 -5.7217 -0.3920 -0.9 1.5 0.7
O -0.0606 -4.8863 0.1082 0.2 -0.9 -0.5
H 3.2613 -0.2107 2.8015 -0.1 -0.3 0.9
H 3.4010 0.3316 1.4682 -0.6 0.2 -0.6
O 2.7756 0.3601 2.2113 0.4 0.0 -0.1
```
Forces are in eV/Å.

Results of the natural (NBO) charge analysis, in e, for atoms 1 through 5: O -0.601; C 0.516; C -0.174; C -0.575; S -0.042

***

[4]
Density functional theory data (ωB97M-V/def2-TZVPD) for C2H4N4 in the gas phase at a distorted geometry.

Computed properties:
Orbital gap = 9.345 eV
Relative energy (zero: lowest compared OMol25 entry of this formula, charge and spin) = 369.8 kJ/mol
F_max = 6.71 eV/Å
SMILES = C1=NNC=NN1
Energy = -297.5034 Ha

XYZ file:
```
10
Properties=species:S:1:pos:R:3:forces:R:3
C -0.7141 1.0795 0.1542 -2.1 0.5 0.1
N 0.5422 1.3028 0.0887 -0.2 -1.5 0.0
N 1.3318 0.0845 -0.3098 -1.6 3.3 -0.8
C 0.7231 -0.9787 0.1688 0.0 -6.1 2.3
N -0.5184 -1.2254 0.0747 0.8 -1.0 1.0
N -1.3665 -0.1960 -0.3114 5.7 3.3 -1.3
H -1.3511 1.9536 0.6093 1.1 -2.0 -1.2
H 2.2937 0.2076 -0.1711 1.2 0.4 0.5
H 1.2219 -1.9124 0.8214 -0.5 2.8 -2.2
H -2.1429 -0.6151 0.0073 -4.4 0.2 1.6
```
Forces are in eV/Å.

Results of the natural (NBO) charge analysis, in e, for atoms 1 through 5: C 0.201; N -0.279; N -0.501; C 0.193; N -0.332